{"formula": "C42H64BIrN9O2", "method": "the ωB97M-V functional and the def2-TZVPD basis", "total_charge": 2, "e_above_lowest_kcal_mol": 11.5, "e_tot_ev": -65602.919, "s2": 0.754, "gap_ev": [8.12, 8.09], "multiplicity": 2, "elements": ["Ir", "O", "O", "N", "N", "N", "N", "N", "N", "N", "N", "N", "C", "C", "C", "C", "C", "C", "C", "C", "C", "C", "C", "C", "C", "C", "C", "C", "C", "C", "C", "C", "C", "C", "C", "C", "C", "C", "C", "C", "C", "C", "C", "C", "C", "C", "C", "C", "C", "C", "C", "C", "C", "C", "B", "H", "H", "H", "H", "H", "H", "H", "H", "H", "H", "H", "H", "H", "H", "H", "H", "H", "H", "H", "H", "H", "H", "H", "H", "H", "H", "H", "H", "H", "H", "H", "H", "H", "H", "H", "H", "H", "H", "H", "H", "H", "H", "H", "H", "H", "H", "H", "H", "H", "H", "H", "H", "H", "H", "H", "H", "H", "H", "H", "H", "H", "H", "H", "H"], "coordinates": [[0.23, -0.97, 0.21], [-4.45, -3.66, 1.12], [-2.63, -3.43, 2.30], [2.41, -1.93, 1.92], [0.27, -1.36, 3.06], [0.46, -3.45, 1.72], [-3.74, -3.78, 2.06], [-0.52, -0.79, 2.10], [-0.03, -3.04, 0.50], [2.08, -1.41, 0.72], [-1.20, 0.40, -1.50], [0.72, 1.06, 0.31], [-1.78, 3.95, -5.04], [2.31, 5.06, 0.68], [3.84, 4.98, 0.77], [1.92, 5.96, -0.49], [-2.38, 2.02, 1.71], [1.74, 3.66, 0.54], [0.31, -4.78, 1.85], [-1.49, -0.09, 2.74], [1.75, 5.66, 1.98], [-3.81, 0.66, 3.22], [0.85, 3.30, -0.46], [-0.28, -5.24, 0.70], [-1.75, -2.94, -1.92], [-0.48, -4.14, -0.12], [-3.27, -0.23, 0.98], [-2.22, 0.12, -2.31], [3.66, -2.21, -2.31], [-0.16, -1.00, 4.27], [0.72, -5.54, 3.06], [-2.90, 3.40, -4.14], [-2.08, -5.37, -1.58], [-4.02, 2.85, -5.03], [0.33, 2.01, -0.55], [3.93, 0.24, -1.81], [4.24, -1.84, 0.69], [2.06, 2.66, 1.47], [0.09, -4.52, -2.50], [-1.06, -4.22, -1.52], [-1.26, -0.18, 4.11], [-0.74, 1.67, -1.53], [3.73, -2.20, 1.93], [-2.72, 0.59, 2.14], [-3.47, 4.52, -3.26], [1.55, 1.40, 1.31], [0.46, -1.49, 5.54], [1.65, -0.74, -1.95], [-2.32, 2.32, -3.23], [3.10, -1.02, -1.52], [3.16, -1.37, -0.06], [-1.27, 2.63, -2.37], [-2.80, 1.02, -3.18], [4.41, -2.81, 3.10], [1.21, -2.51, 2.69], [-2.49, -2.64, -1.17], [-0.98, 4.40, -4.46], [1.81, 0.62, 2.02], [0.90, -1.42, -1.42], [-4.29, 0.10, 0.75], [1.79, -5.47, 3.23], [0.66, 5.73, 1.95], [2.72, 2.85, 2.30], [-2.27, -3.08, -2.87], [0.55, 4.04, -1.18], [4.21, -2.25, 4.01], [-4.71, 1.08, 2.78], [4.70, -2.40, -2.04], [0.59, -5.46, -2.25], [4.26, 4.52, -0.13], [3.64, -1.99, -3.38], [-2.68, -0.10, 0.09], [4.98, 0.08, -1.55], [4.25, 5.98, 0.85], [5.48, -2.84, 2.94], [-2.70, 4.98, -2.64], [-0.55, -6.27, 0.50], [0.33, -2.57, 5.65], [0.00, -0.99, 6.39], [-2.04, 2.61, 2.56], [0.84, -3.73, -2.48], [2.26, 5.55, -1.45], [-2.62, -0.88, -2.26], [-2.19, 4.72, -5.69], [-4.05, -0.33, 3.62], [0.22, -5.16, 3.95], [3.88, 0.49, -2.87], [-1.62, -6.34, -1.39], [0.85, 6.13, -0.54], [2.15, 6.67, 2.12], [-3.89, 5.30, -3.90], [0.46, -6.58, 2.94], [-2.51, -5.41, -2.58], [-3.28, 2.50, 1.31], [-1.04, -2.13, -2.06], [-0.89, 3.63, -2.36], [2.03, 5.08, 2.86], [2.40, 6.93, -0.37], [1.57, -3.09, 3.66], [4.18, 4.41, 1.64], [-1.36, 3.17, -5.67], [-1.61, 2.05, 0.95], [1.53, -1.28, 5.56], [3.56, 1.10, -1.24], [1.41, 0.31, -1.94], [-2.89, -5.22, -0.87], [4.06, -3.84, 3.26], [3.08, -3.11, -2.13], [-4.40, 3.65, -5.66], [-3.53, 1.31, 4.05], [-3.31, -1.29, 1.22], [-3.62, 0.69, -3.80], [1.45, -1.08, -2.97], [-3.66, 2.05, -5.68], [5.26, -1.94, 0.37], [-4.86, 2.47, -4.44], [-1.86, 0.24, 4.89], [-4.26, 4.15, -2.61], [-0.30, -4.60, -3.52]]}